Record 1
{
  "formula": "C28H32BF14KN4S6",
  "method": "wB97M-V/def2-TZVPD",
  "orbital_gap_ev": 4.94,
  "e_above_lowest_kj_mol": 188.64,
  "charge": -2,
  "e_homo_ev": -1.692,
  "lumo_ev": 3.24,
  "largest_force_ev_per_a": 0.97,
  "total_energy_ha": -5717.486391,
  "elements": ["K", "C", "C", "S", "C", "C", "S", "C", "C", "S", "C", "C", "S", "H", "H", "H", "H", "H", "H", "H", "H", "H", "H", "H", "H", "H", "H", "H", "H", "C", "N", "C", "C", "N", "C", "C", "F", "C", "F", "C", "F", "C", "F", "C", "F", "C", "C", "N", "C", "C", "F", "C", "F", "C", "F", "C", "F", "C", "F", "H", "H", "H", "H", "H", "H", "H", "H", "H", "H", "H", "F", "B", "F", "F", "F", "S", "C", "N", "C", "C", "S", "H", "H", "H", "H", "H"],
  "coordinates": [[-0.22554, -1.47890, 0.15504], [-0.11280, 2.93636, -3.99746], [0.22783, 1.46062, -4.27059], [1.63430, 0.71480, -3.39042], [3.10574, 1.51476, -4.11047], [3.43473, 2.95513, -3.63689], [2.69551, 3.23863, -1.99896], [3.38624, 4.84888, -1.51334], [2.41909, 5.53571, -0.51244], [1.21506, 4.45336, 0.34397], [-0.20123, 4.51755, -0.82638], [-0.74553, 3.14107, -1.25009], [-1.53620, 3.21513, -2.90199], [-0.36686, 3.43621, -4.93390], [0.71937, 3.46937, -3.54349], [0.37392, 1.29433, -5.34070], [-0.59150, 0.81688, -3.94855], [3.00391, 1.48876, -5.19686], [3.90918, 0.83393, -3.82791], [3.02103, 3.68597, -4.33720], [4.51308, 3.11204, -3.57111], [3.51092, 5.46490, -2.40562], [4.36670, 4.68729, -1.06586], [1.83888, 6.31009, -1.01203], [2.97928, 6.00663, 0.29477], [0.14406, 5.05717, -1.70516], [-0.98156, 5.10445, -0.34461], [-1.52488, 2.78968, -0.57319], [0.04674, 2.39223, -1.27475], [3.52828, 0.30739, 0.61038], [2.75247, -0.91704, 0.67081], [3.25843, -1.88934, -0.30043], [2.29829, -3.03435, -0.60917], [1.29251, -2.59638, -1.56251], [0.58888, -3.51451, -2.21714], [0.55664, -4.93436, -2.04074], [1.15116, -5.50784, -0.96293], [-0.10715, -5.79632, -2.89368], [-0.05828, -7.12069, -2.66613], [-0.83181, -5.33449, -3.96967], [-1.44004, -6.18505, -4.82818], [-0.90844, -3.96253, -4.14404], [-1.61421, -3.47864, -5.17666], [-0.26045, -3.10396, -3.29454], [-0.39159, -1.78454, -3.52127], [2.76953, -1.43492, 2.04321], [1.66379, -0.85632, 2.92534], [0.42372, -1.54062, 2.61594], [-0.43986, -1.91284, 3.54294], [-0.48071, -1.68098, 4.95151], [0.49255, -0.95886, 5.56645], [-1.48724, -2.15327, 5.77036], [-1.44417, -1.87727, 7.08608], [-2.54060, -2.90126, 5.28663], [-3.51786, -3.35502, 6.10515], [-2.55310, -3.17457, 3.92761], [-3.54909, -3.91767, 3.42111], [-1.55804, -2.70179, 3.11348], [-1.59816, -3.03853, 1.79730], [4.58002, 0.13475, 0.90806], [3.10443, 1.06058, 1.27798], [3.51218, 0.70967, -0.40055], [4.22896, -2.30063, 0.04084], [3.42922, -1.36384, -1.24324], [1.85244, -3.40487, 0.32707], [2.90154, -3.85289, -1.02487], [3.75838, -1.24431, 2.50355], [2.62708, -2.51536, 2.02316], [1.56780, 0.22376, 2.72607], [1.98213, -0.96529, 3.96514], [-4.66699, 0.14632, -1.81693], [-4.15896, -0.49109, -0.67121], [-3.49321, -1.67962, -0.99118], [-5.20702, -0.74291, 0.25523], [-3.19196, 0.38393, -0.03100], [-1.46706, 2.17769, 3.38200], [-3.03066, 1.74122, 3.67851], [-3.84929, 1.02176, 2.91912], [-5.24728, 0.92397, 3.31175], [-5.26847, 1.08565, 4.82480], [-3.86123, 2.17920, 5.18547], [-3.57980, 0.75644, 1.96777], [-5.64608, -0.03287, 2.99257], [-5.83124, 1.70950, 2.82428], [-5.11586, 0.13713, 5.33599], [-6.18403, 1.55563, 5.17856]],
  "forces_ev_per_angstrom": [[-0.7325, 0.5554, -0.3217], [-0.1070, -0.0353, 0.1795], [0.2020, 0.0074, 0.0679], [0.0545, 0.0759, -0.0230], [-0.2576, 0.3090, 0.2554], [-0.1959, 0.0175, 0.0640], [0.0814, -0.2758, 0.1218], [-0.2066, -0.1435, -0.0164], [-0.0492, -0.3129, -0.0330], [-0.0056, 0.1575, -0.0799], [0.0926, -0.2769, 0.0645], [0.0196, 0.1921, -0.1868], [0.0254, -0.1160, 0.2088], [-0.0232, -0.0153, 0.0066], [0.1288, 0.0151, -0.1501], [-0.0005, 0.0018, -0.0019], [-0.0906, 0.0178, -0.1055], [0.1199, 0.0272, -0.0132], [0.0215, 0.0474, -0.0067], [0.0366, -0.0045, -0.0228], [0.0114, -0.0787, -0.1267], [0.0223, 0.0646, 0.0313], [0.0142, 0.0951, 0.0441], [0.0516, 0.0405, -0.0058], [0.0659, 0.0603, -0.0792], [0.0460, 0.0188, -0.0250], [-0.0825, 0.0047, -0.0996], [0.0760, -0.0309, 0.0243], [-0.0276, 0.0269, -0.0126], [-0.1695, 0.0218, -0.0478], [0.0068, -0.1673, 0.0236], [-0.0297, 0.0054, 0.1031], [-0.1342, -0.0289, -0.2974], [0.0718, -0.2057, -0.2458], [0.3447, -0.1370, -0.0401], [-0.1371, 0.1551, -0.1999], [0.1299, -0.0853, 0.1299], [0.0174, 0.1759, 0.0284], [0.0399, -0.2462, 0.0716], [0.0482, -0.0142, 0.0623], [-0.0869, -0.1004, -0.0892], [0.0555, 0.0492, 0.1567], [-0.1402, 0.1127, -0.1978], [0.1198, -0.1170, 0.1292], [-0.0180, 0.2316, -0.0813], [0.0327, 0.0982, 0.0008], [-0.1855, -0.1790, 0.1080], [0.1757, -0.0198, 0.4015], [0.0785, 0.0782, -0.0212], [-0.1132, -0.0924, -0.0778], [0.0564, 0.1017, 0.0406], [0.0316, -0.0040, -0.1324], [0.0199, 0.0672, 0.2500], [0.1352, 0.0877, -0.0353], [-0.1658, -0.0653, 0.1334], [0.0624, 0.0652, -0.1337], [-0.0976, -0.0926, -0.0583], [0.0809, -0.0380, -0.0038], [-0.1786, -0.0361, 0.1866], [0.0165, 0.0166, -0.0101], [0.0248, -0.0330, -0.0088], [-0.0358, 0.0685, -0.0569], [-0.0033, 0.0302, 0.0183], [0.0284, 0.0108, 0.0107], [0.1640, -0.0927, 0.0248], [0.0297, -0.0760, 0.1276], [0.0154, 0.0097, -0.0783], [-0.0028, 0.0058, -0.0077], [0.0744, -0.0498, 0.0804], [0.0202, 0.0399, 0.0085], [0.1362, -0.1993, 0.3688], [0.1136, 0.1777, 0.0919], [-0.0741, 0.1203, -0.0125], [0.2898, 0.1780, -0.1443], [-0.3080, -0.1256, 0.0578], [-0.1323, 0.0516, -0.0735], [0.1206, -0.0618, 0.2313], [-0.1448, -0.1170, -0.4969], [0.1454, 0.0144, -0.0739], [0.1174, 0.1049, 0.0850], [0.0338, 0.0383, -0.0618], [0.0864, 0.0143, 0.1061], [-0.0241, -0.1353, -0.0567], [0.0148, 0.0751, -0.0135], [-0.0151, -0.0513, -0.0119], [-0.0332, -0.0799, -0.0266]],
  "mulliken_charge": [0.7187, -0.2065, -0.7495, 0.1388, -0.9127, -0.8032, 0.1865, -0.6191, -0.8914, -0.0534, -0.7003, 0.0451, -0.1869, 0.3989, -0.3172, 0.5638, 0.2888, 0.4158, 0.3264, 0.3549, 0.5194, 0.3359, 0.3533, 0.3110, 0.3793, 0.3621, 0.4191, 0.3316, -0.2528, -1.0555, 1.0555, -0.9166, -0.7154, -0.5011, 0.3959, 0.3472, -0.3612, -0.1232, -0.3425, 0.7176, -0.3627, -0.2991, -0.3357, 0.0588, -0.1180, -1.0282, -0.8737, 0.3052, -0.4396, 0.5720, -0.3963, 0.0757, -0.3686, 0.7763, -0.3982, -0.2281, -0.3513, 0.2265, -0.3342, 0.3386, 0.2828, 0.0424, 0.2591, 0.3011, 0.2913, 0.4882, 0.2941, 0.3763, 0.0852, 0.4562, -0.3668, 0.5777, -0.3448, -0.4381, -0.4617, -0.2931, 0.1595, 0.2596, -0.5421, -0.5061, -0.1740, -0.0460, 0.2887, 0.2804, 0.2814, 0.3721]
}

Record 2
{
  "formula": "C46H41FNO2P2PdS",
  "method": "wB97M-V/def2-TZVPD",
  "spin_multiplicity": 3,
  "orbital_gap_ev": [6.52, 7.42],
  "e_above_lowest_kj_mol": 0.00,
  "charge": 1,
  "e_homo_ev": [-8.817, -10.747],
  "lumo_ev": [-2.30, -3.33],
  "largest_force_ev_per_a": 0.70,
  "total_energy_ha": -3291.163868,
  "elements": ["Pd", "O", "S", "C", "C", "C", "C", "C", "C", "P", "C", "C", "C", "C", "C", "C", "C", "C", "C", "C", "C", "C", "C", "C", "C", "C", "C", "C", "P", "C", "C", "C", "C", "C", "C", "C", "C", "C", "C", "C", "C", "H", "H", "H", "H", "H", "H", "H", "H", "H", "H", "H", "H", "H", "H", "H", "H", "H", "H", "H", "H", "H", "H", "H", "H", "H", "H", "H", "H", "C", "N", "C", "C", "O", "H", "H", "H", "H", "H", "H", "H", "F", "C", "C", "C", "C", "C", "C", "C", "H", "H", "H", "H", "H", "H"],
  "coordinates": [[-0.01375, 0.26515, -0.08874], [2.99495, 1.21114, 1.25826], [1.56289, 0.95609, 1.51648], [0.93227, 2.34156, 2.43556], [1.67706, 2.82316, 3.50377], [1.23634, 3.94970, 4.17884], [0.08686, 4.60095, 3.75410], [-0.59935, 4.16339, 2.62872], [-0.17665, 3.03123, 1.93838], [-0.84683, 2.55241, 0.30063], [-2.38206, 3.52083, 0.15636], [-2.63312, 4.41228, -0.88134], [-3.86486, 5.05036, -0.96819], [-4.84818, 4.81427, -0.02008], [-4.60129, 3.93521, 1.02769], [-3.37893, 3.28873, 1.11000], [0.34668, 3.36315, -0.83869], [1.38366, 4.18964, -0.41774], [2.30056, 4.68961, -1.33509], [2.18564, 4.37735, -2.67966], [1.15201, 3.55370, -3.11025], [0.24813, 3.04208, -2.19512], [1.51794, -0.46650, 2.61584], [1.61419, -0.37822, 3.99541], [1.84638, -1.52810, 4.73805], [2.02061, -2.74360, 4.09852], [1.89819, -2.82909, 2.71756], [1.61183, -1.70247, 1.95439], [1.26713, -1.76144, 0.15096], [0.59768, -3.41322, -0.18531], [-0.17813, -4.13869, 0.71807], [-0.79529, -5.31951, 0.32403], [-0.65674, -5.77841, -0.97690], [0.10541, -5.05544, -1.88739], [0.72762, -3.88042, -1.49636], [2.87757, -1.73688, -0.68361], [3.83260, -2.73201, -0.47377], [5.05825, -2.66278, -1.11394], [5.33487, -1.60030, -1.96860], [4.38757, -0.61232, -2.18473], [3.15772, -0.67957, -1.54280], [2.60202, 2.33355, 3.77980], [1.79665, 4.32570, 5.02477], [-0.25718, 5.48398, 4.27670], [-1.44746, 4.73086, 2.26705], [-1.86931, 4.62839, -1.61530], [-4.04931, 5.74275, -1.77910], [-5.80295, 5.31837, -0.09084], [-5.35930, 3.75419, 1.77882], [-3.19443, 2.60282, 1.93199], [1.49209, 4.45485, 0.62660], [3.10621, 5.32419, -0.99017], [2.89987, 4.76998, -3.39165], [1.05767, 3.30128, -4.15871], [-0.53264, 2.37077, -2.53184], [1.50160, 0.57028, 4.49858], [1.90734, -1.46562, 5.81655], [2.23778, -3.63340, 4.67506], [2.00973, -3.79072, 2.23336], [-0.31718, -3.78590, 1.73138], [-1.38768, -5.87781, 1.03722], [-1.13663, -6.69952, -1.28046], [0.22334, -5.41499, -2.90205], [1.32622, -3.32275, -2.20772], [3.61647, -3.56474, 0.18632], [5.79975, -3.43330, -0.94832], [6.29550, -1.54480, -2.46434], [4.60575, 0.21486, -2.84766], [2.41457, 0.09284, -1.70512], [-2.54052, -1.21934, -5.01782], [-1.31891, -1.03447, -4.25350], [-0.11566, -1.69518, -4.72921], [-1.32175, -0.34869, -3.10941], [-0.33357, -0.18794, -2.39218], [-2.36761, -0.95810, -6.06183], [-3.32559, -0.57956, -4.62133], [-2.87782, -2.25670, -4.96871], [0.11019, -1.36515, -5.74334], [-0.25856, -2.77777, -4.73831], [0.71137, -1.44358, -4.07191], [-2.29471, 0.08796, -2.85481], [-5.50598, -1.52930, -2.90523], [-4.60609, -1.34233, -1.92034], [-3.71079, -2.35731, -1.62953], [-2.78910, -2.16332, -0.61878], [-2.75582, -0.96424, 0.12892], [-1.86756, -0.79420, 1.23406], [-3.67569, 0.04672, -0.22944], [-4.59864, -0.13640, -1.24266], [-3.75610, -3.28617, -2.18325], [-2.09479, -2.95620, -0.37527], [-1.36784, -1.66324, 1.64094], [-2.05554, 0.00943, 1.93402], [-3.67483, 0.97745, 0.32102], [-5.31895, 0.62970, -1.49944]],
  "forces_ev_per_angstrom": [[-0.1231, 0.0798, 0.1299], [-0.2748, -0.0288, -0.0252], [0.1613, -0.1553, -0.0048], [0.0133, 0.0238, 0.0721], [-0.0568, 0.0370, 0.0154], [0.0325, 0.0009, 0.0275], [-0.0387, 0.0103, -0.0239], [0.0339, 0.0732, 0.0073], [0.0188, -0.0915, 0.0254], [0.3660, 0.1627, -0.5700], [-0.0870, -0.1081, 0.2289], [0.0238, 0.0113, 0.0287], [0.0021, -0.0008, 0.0056], [0.0104, 0.0020, -0.0078], [0.0434, -0.0105, -0.0010], [-0.0275, 0.0186, -0.0181], [-0.0869, 0.0326, 0.0804], [-0.0155, 0.0984, 0.0350], [-0.0313, -0.0115, 0.0407], [-0.0270, -0.0250, -0.0067], [0.0190, 0.0314, -0.0001], [-0.0535, -0.0442, 0.0225], [0.1017, 0.0263, 0.0555], [-0.0069, -0.0381, -0.0523], [-0.0109, 0.0165, 0.0271], [0.0033, -0.0141, -0.0197], [-0.0128, -0.0083, -0.0103], [0.0123, 0.0127, 0.0241], [0.1299, 0.1414, -0.0743], [-0.0190, -0.0080, -0.0463], [-0.0052, -0.0239, -0.0295], [0.0309, 0.0383, 0.0194], [0.0136, 0.0036, -0.0368], [-0.0053, 0.0079, 0.0269], [-0.0024, -0.0513, 0.0383], [-0.0043, -0.0603, 0.0425], [0.0099, -0.0144, -0.0106], [-0.0323, 0.0160, 0.0034], [0.0022, -0.0084, 0.0101], [-0.0075, -0.0128, 0.0093], [-0.0044, 0.0126, -0.0004], [-0.0037, 0.0177, -0.0001], [-0.0109, 0.0020, -0.0146], [0.0036, -0.0073, -0.0044], [0.0221, -0.0273, 0.0091], [0.0381, -0.0328, -0.0343], [0.0019, 0.0009, 0.0055], [0.0056, -0.0027, -0.0020], [0.0058, -0.0022, -0.0106], [0.0001, 0.0251, -0.0123], [-0.0073, -0.0251, -0.0043], [-0.0036, -0.0008, -0.0055], [-0.0040, -0.0058, 0.0076], [0.0005, -0.0012, 0.0088], [0.0082, 0.0021, 0.0055], [0.0066, -0.0121, 0.0016], [0.0046, 0.0000, -0.0124], [-0.0052, 0.0081, -0.0147], [-0.0106, 0.0023, 0.0022], [0.0084, -0.0028, 0.0150], [0.0014, 0.0059, -0.0018], [0.0043, 0.0046, -0.0018], [-0.0041, 0.0086, 0.0163], [-0.0161, -0.0170, 0.0060], [0.0072, 0.0122, -0.0031], [-0.0072, 0.0049, 0.0029], [-0.0096, -0.0070, 0.0027], [-0.0101, -0.0043, 0.0107], [-0.0160, 0.0211, 0.0000], [0.0665, -0.0184, -0.0025], [-0.0602, 0.0197, 0.0431], [-0.0654, -0.0078, 0.0102], [0.0002, -0.0446, -0.0263], [0.0594, -0.0452, 0.0084], [-0.0106, 0.0173, -0.0085], [-0.0166, 0.0002, 0.0216], [0.0206, -0.0070, 0.0012], [0.0084, 0.0031, -0.0145], [-0.0086, -0.0040, 0.0056], [0.0004, 0.0141, 0.0104], [-0.0657, -0.0045, 0.0353], [0.0398, -0.0021, 0.0112], [-0.0244, -0.0012, -0.0940], [0.0841, -0.0202, 0.0239], [0.0034, -0.0318, -0.0415], [0.0188, 0.0117, 0.0907], [-0.2624, -0.0998, -0.0541], [-0.0330, 0.0106, -0.0406], [0.0522, 0.0787, 0.0880], [0.0084, 0.0022, 0.0071], [-0.0189, -0.0052, -0.0173], [0.0563, 0.0092, -0.0321], [0.0551, 0.0548, -0.0150], [-0.0284, -0.0337, -0.0270], [0.0153, -0.0047, 0.0067]],
  "mulliken_charge": [1.1710, -0.8156, 1.3822, -0.2489, -0.6717, -0.9777, -0.8583, -0.6889, -0.0408, 1.6906, 0.7355, -0.9084, -0.6189, -0.6787, -0.6665, -0.3862, 0.7812, -0.5105, -0.7466, -0.7522, -0.6651, -0.7144, 0.7871, -0.8230, -0.9960, -0.8098, -0.5840, -0.2305, 1.5980, 0.8562, -0.5067, -0.6754, -0.7464, -0.7326, -1.1678, 0.3268, -0.3142, -0.7923, -0.5702, -0.8980, -0.0125, 0.8010, 0.4386, 0.4574, 0.4709, 0.3664, 0.4412, 0.4176, 0.4600, 0.3968, 0.3049, 0.4475, 0.4143, 0.4540, 0.4415, 0.6125, 0.4257, 0.4378, 0.4658, 0.2663, 0.4548, 0.4125, 0.4853, 0.4471, 0.3457, 0.4421, 0.4128, 0.4702, 0.4538, -0.9337, 0.2512, -0.8710, -0.2438, -0.4148, 0.3693, 0.2849, 0.3197, 0.3612, 0.3267, 0.1652, 0.4170, -0.4016, 0.2357, -0.4899, 0.4459, 1.1791, -3.0345, 0.0876, -0.8294, 0.5500, 0.0770, 0.7683, 0.5460, 0.3519, 0.5181]
}

Question: Look up the charge of the first one.
Answer: -2

Question: Which of these has the lowest charge?
Answer: C28H32BF14KN4S6